DFT (wB97M-V/def2-TZVPD) results for one molecule with the formula C32H49NO4S in a non-equilibrium geometry.

XYZ file:
```
87
Properties=species:S:1:pos:R:3:forces:R:3:lowdin_charge:R:1
C 3.74655 -2.77265 4.72044 0.551 -0.186 -0.188 0.0191
C 5.23966 -2.72062 4.51924 1.296 -0.570 0.274 -0.5003
O 6.00915 -3.53543 4.97157 -0.827 0.867 -0.301 0.1281
O 5.71935 -1.66519 3.74984 -0.769 -0.725 0.197 -0.0458
C 5.54514 -1.96412 2.35723 0.473 0.476 -0.750 -0.1778
C 5.24629 -0.71439 1.52016 -0.489 -0.321 0.324 -0.1549
C 4.40302 0.35341 2.23849 -0.073 0.313 -0.820 -0.1529
C 3.09448 0.75532 1.50186 0.641 0.107 0.543 -0.1563
C 3.14367 2.13281 0.80454 -0.617 -0.554 -0.134 -0.1117
C 3.17376 2.08384 -0.70146 0.268 0.029 -0.028 -0.0842
C 2.55519 2.97993 -1.47340 -0.282 0.119 -0.120 -0.1016
C 1.77839 4.17982 -1.00320 0.371 0.834 -0.494 -0.1397
C 2.52150 5.14705 -0.06852 0.406 -0.449 0.189 -0.2613
C 3.97946 5.42028 -0.42935 -0.376 0.708 0.252 -0.5516
S 4.20780 6.29310 -2.01767 0.217 -0.128 -0.131 0.7169
C 2.62509 2.78218 -2.97077 0.218 0.199 -0.511 -0.3104
O 2.75990 3.70083 -3.75712 -0.545 -0.555 0.532 0.0970
C 2.56222 1.35292 -3.39878 -0.163 0.238 0.128 0.0688
C 3.18439 0.46114 -2.64455 0.085 -0.166 0.155 -0.1398
C 3.20577 -1.00366 -2.91262 0.548 -0.630 0.654 -0.1172
C 3.02033 -1.86698 -1.64165 -0.389 -0.461 -0.227 -0.1892
C 1.88362 -2.87897 -1.78044 -0.271 0.220 0.262 -0.2089
C 0.52086 -2.23032 -2.06863 0.368 -0.940 -0.148 -0.2132
C -0.64562 -3.11396 -1.64014 -0.581 0.657 -0.086 -0.2075
C -1.97120 -2.33326 -1.50354 -0.053 -0.593 0.531 -0.1879
C -2.84390 -2.85450 -0.33252 -0.172 0.220 -0.519 -0.2002
C -4.28562 -3.17676 -0.76164 0.134 -0.547 0.823 -0.2132
C -5.32183 -2.96617 0.34197 -0.298 0.721 -0.490 -0.2129
C -5.48876 -1.47587 0.72450 -0.019 -0.837 -0.278 -0.1882
C -6.48657 -0.75909 -0.22639 0.899 -0.237 1.066 -0.1569
C -7.78020 -0.37302 0.49212 -0.237 0.133 -0.788 -0.1245
N -8.03685 1.06085 0.55590 -0.048 -0.467 0.103 -0.1027
C -9.21150 1.56853 1.00512 -1.213 -1.231 0.396 -0.1354
C -9.18635 2.90216 0.96727 0.512 1.991 -0.235 -0.0999
C -7.90251 3.26192 0.46501 -0.717 1.087 0.298 -0.1026
C -7.24660 2.11912 0.24225 1.518 -0.851 -0.613 -0.1286
C 3.91947 1.00903 -1.44436 0.405 -0.068 0.024 -0.2754
O 5.04324 0.64451 -1.15080 -0.766 0.053 0.038 0.1374
H 3.53671 -3.64137 5.33057 -0.163 0.028 0.208 0.0869
H 3.38840 -1.85172 5.16752 -0.095 0.083 0.032 0.0895
H 3.28192 -2.91946 3.74984 -0.222 0.169 -0.097 0.0791
H 6.47211 -2.40305 1.98951 0.074 -0.173 0.079 0.1273
H 4.76636 -2.70388 2.16889 -0.198 -0.058 0.437 0.1168
H 6.15697 -0.31788 1.08993 0.175 0.245 0.176 0.1087
H 4.66904 -1.05828 0.66639 0.088 -0.149 -0.195 0.0750
H 5.00436 1.25697 2.29110 0.110 0.090 0.367 0.1062
H 4.16189 0.05906 3.25411 0.120 -0.135 0.099 0.0965
H 2.80075 -0.02368 0.80403 -0.073 -0.065 -0.115 0.0848
H 2.30872 0.79519 2.25259 -0.182 0.047 0.004 0.1044
H 3.91991 2.76633 1.22900 0.238 -0.042 -0.040 0.1198
H 2.19787 2.61037 1.04777 -0.041 0.305 0.004 0.1071
H 0.81284 3.90123 -0.58492 -0.023 -0.234 0.233 0.1272
H 1.53843 4.74703 -1.90249 -0.083 -0.032 -0.122 0.0962
H 2.53149 4.75536 0.94668 -0.062 -0.041 0.142 0.0930
H 2.01767 6.10848 -0.00925 -0.288 0.039 -0.143 0.1085
H 4.60018 4.53078 -0.38052 -0.015 -0.176 -0.353 0.0626
H 4.35568 6.10018 0.33052 0.132 -0.003 0.131 0.0591
H 2.92406 6.55141 -2.30956 0.052 -0.135 0.145 -0.1414
H 2.01331 1.05134 -4.28005 0.088 0.257 -0.240 0.1312
H 2.43343 -1.28838 -3.61759 -0.053 0.284 -0.328 0.1059
H 4.16588 -1.29792 -3.33150 0.115 0.172 -0.268 0.1280
H 2.79412 -1.25900 -0.76921 0.054 0.172 0.050 0.0793
H 3.91992 -2.43624 -1.41961 0.253 0.209 0.082 0.1124
H 2.12449 -3.62335 -2.53954 0.008 -0.067 -0.101 0.1181
H 1.79179 -3.41546 -0.83462 0.122 -0.135 0.073 0.1058
H 0.43303 -2.11652 -3.14842 -0.069 0.627 -0.049 0.1112
H 0.47616 -1.26866 -1.55906 -0.093 0.201 -0.089 0.1135
H -0.45530 -3.58140 -0.67675 0.280 -0.099 0.070 0.0982
H -0.79832 -3.89513 -2.38198 0.151 -0.324 0.093 0.1168
H -2.58316 -2.41986 -2.39826 0.219 0.140 -0.304 0.0992
H -1.75349 -1.27844 -1.34347 -0.040 0.128 -0.079 0.1024
H -2.82017 -2.12508 0.47475 -0.086 0.045 0.111 0.0962
H -2.42690 -3.77201 0.07721 0.177 -0.048 0.057 0.1021
H -4.30290 -4.24272 -0.99265 -0.075 -0.040 -0.379 0.1104
H -4.58290 -2.65026 -1.66586 0.011 0.253 -0.045 0.1034
H -5.12563 -3.58508 1.21459 0.230 -0.059 0.053 0.1087
H -6.28544 -3.27583 -0.06903 -0.100 -0.303 0.213 0.1042
H -4.51212 -1.00200 0.68853 0.080 0.193 0.103 0.0905
H -5.82124 -1.46337 1.75962 -0.122 0.392 0.079 0.1014
H -5.96617 0.09496 -0.64241 -0.280 0.237 -0.151 0.0888
H -6.67370 -1.43888 -1.05098 -0.277 0.053 -0.194 0.1019
H -7.82644 -0.77264 1.50123 0.193 -0.093 0.117 0.1187
H -8.61004 -0.81574 -0.05764 -0.189 0.017 0.062 0.1218
H -10.04440 0.96309 1.31524 0.117 -0.402 -0.007 0.1190
H -9.95830 3.59422 1.23978 -0.264 -0.047 0.106 0.0911
H -7.48070 4.22871 0.27075 -0.127 0.267 0.065 0.0909
H -6.25097 2.02481 -0.14476 0.125 -0.247 -0.014 0.1069
```
Positions in Å, forces in eV/Å.

Net charge: 0
Total energy: -2002.5373 Eh
SMILES string: CC(=O)OCCCCCC1=C(CCCS)C(=O)C=C(CCCCCCCCCCCCn2cccc2)C1=O
F_max: 0.04023 Eh/bohr